82
Properties=species:S:1:pos:R:3:mulliken_charge:R:1 method="wB97M-V/def2-TZVPD" lumo_energy_ev="-11.6 / -11.6" e_tot_ev=-75298.094 e_homo_ev="-15.447 / -15.406" mol_weight_g_mol=731.3 relative_energy_kj_mol=158.91 charge=+3 spin_multiplicity=1
C -1.9103 -0.5714 3.9416 -0.42
C -2.3862 0.0878 2.7488 -0.01
C -2.2599 -0.8452 1.6575 -1.02
H -2.8160 1.0833 2.6881 0.59
C -1.7464 -2.0796 2.1880 -0.01
C -1.5236 -1.9107 3.5908 -0.86
H -1.1904 -2.6725 4.2875 0.57
H -1.9495 -0.1808 4.9493 0.67
H -2.5920 -0.7000 0.6333 0.78
H -1.5780 -2.9990 1.6398 0.58
Nb -0.2772 -0.4789 2.5367 -0.34
Si -1.2778 -0.8007 -3.0351 -0.56
C -0.8361 0.7971 -3.9304 0.44
C 0.3292 0.8982 -4.7148 0.09
H 1.0719 0.0875 -4.7246 0.74
C 0.5507 2.0340 -5.5060 -0.95
H 1.4348 2.0806 -6.1437 0.47
C -0.3581 3.0851 -5.4692 -0.48
H -0.1672 3.9820 -6.0518 0.46
C -1.5118 3.0044 -4.6866 -0.79
H -2.2325 3.8241 -4.6877 0.48
C -1.7441 1.8670 -3.9010 -0.38
H -2.6372 1.7968 -3.2770 0.45
C -0.7585 -2.0130 -4.4130 0.83
C -1.3806 -1.8455 -5.6709 -0.46
H -2.2267 -1.1623 -5.7777 0.38
C -0.8719 -2.4707 -6.8151 -0.74
H -1.3458 -2.3095 -7.7865 0.44
C 0.2544 -3.2962 -6.7091 -0.50
H 0.6482 -3.7876 -7.5959 0.42
C 0.8614 -3.5013 -5.4629 -0.80
H 1.7306 -4.1575 -5.3766 0.42
C 0.3583 -2.8567 -4.3205 0.02
H 0.8860 -2.9751 -3.3715 0.13
H -2.7442 -0.8567 -2.9163 -0.12
Si 1.9069 0.5677 -1.8378 0.10
C 1.0515 -1.0213 -1.4014 1.03
C -0.4555 -1.0919 -1.3833 2.94
H -0.9357 -0.2684 -0.8296 -2.06
C -1.0645 -2.3925 -1.1054 -0.80
H -2.1074 -2.5566 -1.3958 0.50
C -0.3289 -3.3966 -0.5504 -0.95
H -0.8417 -4.2947 -0.1793 0.71
C 1.0567 -3.2885 -0.4871 -0.35
H 1.6213 -4.1101 -0.0652 0.56
C 1.7257 -2.1647 -0.9845 -1.08
H 2.8141 -2.1888 -0.9881 0.51
C 0.7986 1.9585 -1.1866 -0.13
C -0.2186 1.8362 -0.2047 3.34
H -0.2703 0.9323 0.4376 -1.56
C -1.1625 2.8375 -0.0091 -0.54
H -2.0217 2.6372 0.6252 0.51
C -0.9927 4.0816 -0.6281 -0.77
H -1.6573 4.9162 -0.3983 0.54
C 0.0215 4.2299 -1.5749 -0.84
H 0.1365 5.1688 -2.1260 0.44
C 0.8919 3.1789 -1.8615 -0.22
H 1.6437 3.3175 -2.6445 0.42
H 3.1350 0.6312 -1.1509 0.00
Cl 1.9453 -0.1686 1.4689 -0.29
N 0.1588 0.1852 5.9207 0.19
C 0.1904 1.4233 5.2214 0.61
C 0.3446 2.5832 5.9840 -0.98
C 0.3414 3.8075 5.3205 -0.66
C 0.1560 3.8105 3.9274 -0.91
C 0.0464 2.6142 3.2461 -0.34
N 0.0555 1.4048 3.8836 0.55
C 1.1024 -0.8184 5.5555 0.34
C 2.0760 -1.2008 6.4822 -0.91
C 2.9944 -2.1713 6.1104 -0.60
C 2.8416 -2.7909 4.8600 -0.72
C 1.8338 -2.3757 4.0063 -0.21
N 1.0475 -1.3006 4.3056 0.31
H 0.2047 0.3474 6.9262 0.39
H 0.5053 2.4638 7.0644 0.39
H 0.4717 4.7389 5.8678 0.45
H 0.0952 4.7406 3.3510 0.49
H -0.0268 2.5847 2.1547 0.47
H 2.1100 -0.6532 7.4316 0.40
H 3.8049 -2.4746 6.7737 0.44
H 3.4902 -3.5965 4.5245 0.44
H 1.6607 -2.8298 3.0256 0.35

***

62
Properties=species:S:1:pos:R:3:nbo_charge:R:1 method="wB97M-V/def2-TZVPD" lumo_energy_ev=0.6 e_tot_ev=-30912.617 e_homo_ev=-7.812 mol_weight_g_mol=369.6 relative_energy_kj_mol=2423.18 charge=0 spin_multiplicity=1
C 4.9988 -3.4743 0.0019 -0.59
H 4.9855 -2.9088 -1.0500 0.20
H 5.7447 -3.2965 0.4864 0.20
H 4.9651 -4.5886 -0.3314 0.20
C 3.8822 -3.1614 0.5639 0.00
N 4.0130 -1.7033 1.1267 -0.48
C 3.4424 -1.1614 2.4166 -0.12
C 1.7083 -1.2472 2.1230 -0.51
H 1.3241 -2.2417 1.9355 0.20
H 1.3245 -0.7612 3.0992 0.21
C 1.2718 -0.2797 1.1967 0.07
N -0.0384 -0.0142 0.8710 -0.58
C -0.5103 1.0077 1.6862 -0.21
C -1.8890 1.7220 1.3200 -0.25
N -2.7539 0.6748 0.6115 -0.47
C -2.0051 -0.0116 -0.1879 -0.13
H -1.5834 0.6885 -1.1717 0.14
C -0.8592 -0.7815 0.3983 -0.01
C -1.6659 -1.8450 1.3322 -0.48
H -2.4512 -1.4227 1.8903 0.24
H -0.8038 -2.0398 2.1574 0.17
C -1.7172 -3.2235 0.9402 0.04
O -0.6298 -3.7955 0.3335 -0.69
H 0.0902 -3.8470 1.1507 0.44
H -2.5668 -3.3212 -0.2475 0.05
H -2.2928 -3.8351 1.4151 0.17
H -0.2904 -1.3134 -0.5331 0.24
H -2.9757 -0.8119 -0.6750 0.19
C -3.8823 1.4013 0.3356 -0.22
C -3.7586 2.4080 -0.8263 -0.01
C -3.5985 3.0295 -1.7178 -0.05
C -3.1917 3.9277 -2.8610 -0.04
C -4.2782 4.7723 -3.3375 -0.22
C -3.8293 5.6771 -4.4349 -0.15
C -2.5574 5.8374 -4.8013 -0.24
C -1.7871 5.0716 -4.0876 -0.15
C -1.9438 4.1062 -3.3326 -0.23
H -1.0710 3.7775 -2.5145 0.22
H -0.6105 5.2163 -4.4837 0.18
H -2.4188 6.4669 -5.3877 0.19
H -4.6947 6.4092 -4.7703 0.20
H -5.1823 4.6360 -2.7502 0.24
H -4.5526 0.5441 -0.0601 0.21
H -4.3064 1.9232 1.0534 0.21
H -1.4458 2.2671 0.4934 0.17
H -2.3677 2.4311 1.9226 0.22
H -0.9200 0.5429 2.6932 0.15
H 0.1523 1.9000 2.1155 0.23
C 1.9406 -0.7752 -0.2642 -0.46
H 1.6628 -1.7480 -0.3674 0.20
C 3.4972 -0.8815 -0.0194 -0.23
H 3.9679 -1.2504 -0.9381 0.20
H 3.8143 0.1735 0.1051 0.18
H 1.9048 0.1393 -1.0304 0.24
H 1.8717 0.9652 1.3151 0.18
H 3.4773 -1.7624 3.3469 0.21
H 3.7148 -0.2858 2.4332 0.16
C 3.7754 -4.0817 2.0876 -0.60
H 4.4963 -3.8913 2.7004 0.18
H 2.7875 -3.6187 2.7477 0.18
H 3.7407 -5.0776 1.5583 0.21
H 2.8755 -3.2573 0.2173 0.20

***

12
Properties=species:S:1:pos:R:3:nbo_charge:R:1 method="wB97M-V/def2-TZVPD" lumo_energy_ev=-0.8 e_tot_ev=-21082.837 e_homo_ev=-8.914 mol_weight_g_mol=132.1 relative_energy_kj_mol=385.47 charge=0 spin_multiplicity=1 smiles="O=CNNC(=O)C=S"
C 0.0058 2.2824 0.2076 0.50
C 0.3386 -0.7457 0.8304 0.64
C 0.4290 -1.2118 -0.7269 -0.35
H -0.1987 3.2059 -0.5512 0.14
H -1.8957 1.3730 -0.0788 0.42
H 0.1272 0.6542 2.1360 0.40
H 1.3782 -1.4943 -0.8704 0.18
N -0.9206 1.2438 0.3912 -0.47
N -0.4393 0.3471 1.1799 -0.45
O 1.0895 2.1925 0.7191 -0.59
O 0.6564 -1.6106 1.6018 -0.54
S -0.5313 -1.3424 -2.0042 0.10

***

Q: Look up the charge of the first one.
A: +3

***

Q: Among the records above, which one has the highest charge?
A: C39H36ClN3NbSi2

***

Please write out number 3 again, unchanged.
12
Properties=species:S:1:pos:R:3:nbo_charge:R:1 method="wB97M-V/def2-TZVPD" lumo_energy_ev=-0.8 e_tot_ev=-21082.837 e_homo_ev=-8.914 mol_weight_g_mol=132.1 relative_energy_kj_mol=385.47 charge=0 spin_multiplicity=1 smiles="O=CNNC(=O)C=S"
C 0.0058 2.2824 0.2076 0.50
C 0.3386 -0.7457 0.8304 0.64
C 0.4290 -1.2118 -0.7269 -0.35
H -0.1987 3.2059 -0.5512 0.14
H -1.8957 1.3730 -0.0788 0.42
H 0.1272 0.6542 2.1360 0.40
H 1.3782 -1.4943 -0.8704 0.18
N -0.9206 1.2438 0.3912 -0.47
N -0.4393 0.3471 1.1799 -0.45
O 1.0895 2.1925 0.7191 -0.59
O 0.6564 -1.6106 1.6018 -0.54
S -0.5313 -1.3424 -2.0042 0.10

***

Please write out number 2 again, unchanged.
62
Properties=species:S:1:pos:R:3:nbo_charge:R:1 method="wB97M-V/def2-TZVPD" lumo_energy_ev=0.6 e_tot_ev=-30912.617 e_homo_ev=-7.812 mol_weight_g_mol=369.6 relative_energy_kj_mol=2423.18 charge=0 spin_multiplicity=1
C 4.9988 -3.4743 0.0019 -0.59
H 4.9855 -2.9088 -1.0500 0.20
H 5.7447 -3.2965 0.4864 0.20
H 4.9651 -4.5886 -0.3314 0.20
C 3.8822 -3.1614 0.5639 0.00
N 4.0130 -1.7033 1.1267 -0.48
C 3.4424 -1.1614 2.4166 -0.12
C 1.7083 -1.2472 2.1230 -0.51
H 1.3241 -2.2417 1.9355 0.20
H 1.3245 -0.7612 3.0992 0.21
C 1.2718 -0.2797 1.1967 0.07
N -0.0384 -0.0142 0.8710 -0.58
C -0.5103 1.0077 1.6862 -0.21
C -1.8890 1.7220 1.3200 -0.25
N -2.7539 0.6748 0.6115 -0.47
C -2.0051 -0.0116 -0.1879 -0.13
H -1.5834 0.6885 -1.1717 0.14
C -0.8592 -0.7815 0.3983 -0.01
C -1.6659 -1.8450 1.3322 -0.48
H -2.4512 -1.4227 1.8903 0.24
H -0.8038 -2.0398 2.1574 0.17
C -1.7172 -3.2235 0.9402 0.04
O -0.6298 -3.7955 0.3335 -0.69
H 0.0902 -3.8470 1.1507 0.44
H -2.5668 -3.3212 -0.2475 0.05
H -2.2928 -3.8351 1.4151 0.17
H -0.2904 -1.3134 -0.5331 0.24
H -2.9757 -0.8119 -0.6750 0.19
C -3.8823 1.4013 0.3356 -0.22
C -3.7586 2.4080 -0.8263 -0.01
C -3.5985 3.0295 -1.7178 -0.05
C -3.1917 3.9277 -2.8610 -0.04
C -4.2782 4.7723 -3.3375 -0.22
C -3.8293 5.6771 -4.4349 -0.15
C -2.5574 5.8374 -4.8013 -0.24
C -1.7871 5.0716 -4.0876 -0.15
C -1.9438 4.1062 -3.3326 -0.23
H -1.0710 3.7775 -2.5145 0.22
H -0.6105 5.2163 -4.4837 0.18
H -2.4188 6.4669 -5.3877 0.19
H -4.6947 6.4092 -4.7703 0.20
H -5.1823 4.6360 -2.7502 0.24
H -4.5526 0.5441 -0.0601 0.21
H -4.3064 1.9232 1.0534 0.21
H -1.4458 2.2671 0.4934 0.17
H -2.3677 2.4311 1.9226 0.22
H -0.9200 0.5429 2.6932 0.15
H 0.1523 1.9000 2.1155 0.23
C 1.9406 -0.7752 -0.2642 -0.46
H 1.6628 -1.7480 -0.3674 0.20
C 3.4972 -0.8815 -0.0194 -0.23
H 3.9679 -1.2504 -0.9381 0.20
H 3.8143 0.1735 0.1051 0.18
H 1.9048 0.1393 -1.0304 0.24
H 1.8717 0.9652 1.3151 0.18
H 3.4773 -1.7624 3.3469 0.21
H 3.7148 -0.2858 2.4332 0.16
C 3.7754 -4.0817 2.0876 -0.60
H 4.4963 -3.8913 2.7004 0.18
H 2.7875 -3.6187 2.7477 0.18
H 3.7407 -5.0776 1.5583 0.21
H 2.8755 -3.2573 0.2173 0.20